The following is a quantum chemistry calculation of the molecule C9H14N2O3 in a non-equilibrium geometry, from the OMol25 dataset.

E	-18682.355	eV
SMILES	CCCCNC1=C(CN)C(=O)OC1=O
F_max	2.55	eV Å⁻¹
energy above the lowest of the compared OMol25 structures with the same formula, charge and spin	90.6	kJ/mol
HOMO	-9.58	eV

Cartesian coordinates (Å):
C  -0.277  0.970  3.502
C  -0.407  -0.460  3.012
C  0.613  -0.855  1.933
C  0.885  0.264  0.939
N  1.426  -0.298  -0.320
C  1.015  0.345  -1.478
C  -0.015  0.026  -2.261
C  -0.970  -1.072  -1.994
N  -2.021  -1.191  -3.024
C  -0.004  0.971  -3.396
O  -0.779  1.097  -4.327
O  1.077  1.835  -3.225
C  1.699  1.533  -2.052
O  2.607  2.154  -1.570
H  0.757  1.251  3.616
H  -0.722  1.658  2.800
H  -0.777  1.114  4.446
H  -1.394  -0.640  2.609
H  -0.287  -1.117  3.863
H  0.260  -1.734  1.412
H  1.534  -1.138  2.421
H  -0.010  0.833  0.727
H  1.647  0.893  1.365
H  1.240  -1.283  -0.402
H  -1.417  -0.852  -1.024
H  -0.467  -2.023  -1.888
H  -2.578  -0.350  -2.971
H  -2.636  -1.930  -2.712

Forces on the atoms, in the same order (eV/Å):
C -0.1 -0.1 -0.2
C 0.3 -0.2 -0.2
C -0.3 0.4 0.4
C 0.6 -0.8 -0.2
N 0.1 0.2 -0.1
C 0.0 -0.1 0.1
C 0.5 -0.2 -0.4
C -1.2 0.3 -0.4
N 0.4 -0.2 0.6
C -1.6 0.3 -1.8
O 1.7 -0.1 1.9
O -0.2 0.3 -0.4
C 0.9 0.3 1.2
O -0.7 -0.3 -0.8
H 0.4 0.1 0.2
H -0.1 0.4 -0.3
H -0.2 0.0 0.3
H -0.5 0.1 0.0
H 0.0 -0.4 0.1
H -0.2 -0.3 -0.2
H 0.5 -0.1 0.0
H -0.3 0.2 0.0
H 0.1 0.7 0.1
H -0.2 -0.2 0.2
H 0.1 -0.1 0.4
H 0.3 -0.3 -0.1
H -0.1 0.2 -0.4
H -0.1 -0.2 -0.1



The following is a quantum chemistry calculation of a 2-piece molecular cluster, C9H14N2O3 overall in a non-equilibrium geometry, from the OMol25 dataset.

E	-18681.833	eV
SMILES	[H]/N=C(\C)C(=O)N1CCC[C@H]1C.O=C=O
F_max	4.60	eV Å⁻¹
energy above the lowest of the compared OMol25 structures with the same formula, charge and spin	140.9	kJ/mol
HOMO	-8.91	eV

Cartesian coordinates (Å):
C  -2.267  -0.028  -0.673
C  -0.577  0.221  -0.374
C  1.520  3.103  -3.605
C  0.405  -0.950  2.791
C  1.750  -0.817  2.171
C  -0.483  -1.299  1.583
C  1.521  -0.227  0.720
C  -3.150  1.166  -1.140
C  2.340  -0.779  -0.510
N  -2.623  -1.213  -0.655
N  0.071  -0.362  0.634
O  0.505  3.452  -3.990
O  -0.108  0.838  -1.349
O  2.548  2.666  -3.336
H  0.207  -1.744  3.550
H  -0.035  0.074  3.121
H  2.413  -0.136  2.682
H  2.209  -1.897  1.998
H  -0.258  -2.282  1.085
H  -1.558  -1.160  1.683
H  1.711  0.812  0.807
H  -3.865  0.974  -1.938
H  -3.690  1.695  -0.323
H  -2.533  2.047  -1.673
H  2.444  -1.959  -0.498
H  3.374  -0.349  -0.548
H  1.817  -0.537  -1.413
H  -3.687  -1.306  -0.802

Forces on the atoms, in the same order (eV/Å):
C 2.0 2.4 0.4
C -3.0 0.6 -3.4
C 0.7 -1.0 -0.4
C -3.0 0.3 0.5
C 1.8 -2.2 -1.9
C 0.7 -0.4 -0.9
C 0.3 -1.0 0.6
C 1.9 2.6 -0.6
C 0.5 -2.1 1.5
N -2.6 -1.8 0.6
N -0.7 1.0 -1.9
O -1.9 1.0 -0.3
O 0.3 -0.4 2.0
O 1.2 -0.1 0.7
H 0.8 0.9 -0.1
H 1.0 -1.7 -0.1
H 0.4 -0.3 0.4
H -0.6 2.2 0.7
H -0.5 0.3 1.2
H 0.2 -0.1 0.2
H 0.3 1.2 -0.3
H -0.1 -0.9 0.2
H 0.4 -0.7 -0.3
H -0.8 -2.1 1.5
H -0.2 2.3 0.2
H -1.0 -0.3 0.2
H -0.2 0.3 -0.4
H 2.0 0.1 -0.3



The following is a quantum chemistry calculation of C9H14N2OsPS as an isolated structure in a non-equilibrium geometry, from the OMol25 dataset.

E	-35119.826	eV
F_max	4.24	eV Å⁻¹
energy above the lowest of the compared OMol25 structures with the same formula, charge and spin	66.2	kJ/mol
2S+1	5
HOMO (spin up / spin down)	-9.45 / -11.82	eV
total charge	+1

Cartesian coordinates (Å):
C  0.671  0.583  -3.028
C  0.031  0.041  -4.143
C  -0.403  -1.296  -4.206
C  -0.252  -2.168  -3.121
C  0.082  -1.729  -1.830
Os  -0.346  0.051  -1.495
P  -0.159  2.242  -0.666
H  1.398  1.404  -3.169
H  -0.098  0.664  -5.037
H  -0.777  -1.682  -5.156
H  0.269  -2.518  -1.090
H  -0.437  -3.237  -3.259
H  -1.270  2.832  0.014
H  0.085  3.267  -1.634
H  0.948  2.446  0.211
C  0.419  -1.859  2.638
N  0.108  -0.458  2.867
C  0.541  0.280  3.958
C  0.088  1.544  3.790
N  -0.645  1.550  2.612
C  -0.612  0.320  2.030
S  -1.408  -0.223  0.612
H  -0.507  -2.428  2.500
H  1.079  -1.994  1.771
H  0.942  -2.216  3.527
H  1.120  -0.182  4.732
H  0.237  2.419  4.389
H  -1.102  2.349  2.182

Forces on the atoms, in the same order (eV/Å):
C 1.0 1.0 -1.5
C 0.3 0.0 -0.2
C -0.3 0.0 -0.7
C 0.2 -0.2 0.9
C 0.4 -4.1 -1.0
Os -1.1 2.1 0.5
P 0.5 2.0 -0.3
H -0.7 -0.2 0.1
H 0.3 -0.3 0.2
H 0.1 0.2 0.3
H 0.0 0.3 -0.1
H 0.0 0.3 -0.1
H 0.6 -0.1 -0.1
H 0.0 -0.3 0.5
H -0.5 0.2 -0.1
C 0.1 -0.5 0.1
N -0.1 0.5 -0.3
C -0.3 0.1 -0.5
C -0.1 -0.2 -0.2
N 0.2 -0.3 -0.2
C 0.4 0.2 0.6
S -1.0 -0.8 1.4
H 0.3 0.1 0.0
H -0.3 0.2 0.2
H -0.1 0.0 -0.2
H 0.1 0.1 0.1
H -0.1 0.1 0.1
H 0.1 -0.4 0.3



The following is a quantum chemistry calculation of C9H14N2PYb as an isolated structure in a non-equilibrium geometry, from the OMol25 dataset.

E	-53354.983	eV
F_max	6.72	eV Å⁻¹
energy above the lowest of the compared OMol25 structures with the same formula, charge and spin	0.0	kJ/mol
2S+1	2
HOMO (spin up / spin down)	-2.81 / -6.74	eV

Cartesian coordinates (Å):
C  -0.396  0.222  -2.296
C  -1.198  1.254  -1.744
C  -0.333  2.221  -1.164
C  1.014  1.779  -1.368
C  0.972  0.555  -2.068
Yb  -0.108  0.289  0.024
P  -0.062  -2.634  0.396
H  -0.751  -0.662  -2.804
H  -2.292  1.263  -1.687
H  -0.647  3.088  -0.585
H  1.833  -0.034  -2.382
H  1.922  2.282  -1.017
H  1.056  -3.425  0.006
H  -1.145  -3.390  -0.136
H  -0.166  -3.070  1.751
C  1.210  3.187  2.094
C  1.026  1.921  2.830
N  0.645  0.740  2.327
C  0.598  -0.176  3.372
C  0.958  0.464  4.543
N  1.217  1.781  4.150
H  0.515  3.953  2.451
H  2.226  3.567  2.236
H  1.047  3.088  1.018
H  0.309  -1.212  3.122
H  1.053  0.083  5.542
H  1.507  2.573  4.737

Forces on the atoms, in the same order (eV/Å):
C 0.3 0.7 -1.2
C -0.6 0.8 -1.2
C 0.2 0.8 -1.2
C 0.3 1.0 -0.6
C 0.0 0.1 -1.1
Yb -0.4 -3.5 5.7
P -0.7 0.5 0.3
H 0.0 0.0 0.0
H 0.6 0.0 -0.2
H 0.1 -0.1 -0.3
H -0.2 0.2 0.1
H -0.4 -0.2 -0.2
H 0.1 -0.6 0.0
H 0.6 0.1 0.1
H 0.1 0.0 -0.5
C 0.1 0.6 -0.2
C -0.5 -2.0 -0.3
N 0.4 0.7 0.3
C 0.2 0.6 0.0
C -0.2 -0.2 -1.6
N 0.3 0.6 1.2
H 0.0 -0.1 0.0
H -0.1 0.0 0.0
H 0.0 -0.3 0.3
H 0.2 0.8 0.7
H 0.0 0.2 0.1
H -0.3 -0.9 -0.3



The following is a quantum chemistry calculation of the molecule C9H14N2S in a non-equilibrium geometry, from the OMol25 dataset.

E	-23371.697	eV
SMILES	[H]/N=C/C(C)=C\C=C(C)/C(C)=[NH+]/[S-]
F_max	4.17	eV Å⁻¹
energy above the lowest of the compared OMol25 structures with the same formula, charge and spin	421.1	kJ/mol
HOMO (spin up / spin down)	-7.36 / -7.36	eV

Cartesian coordinates (Å):
C  0.960  0.187  1.474
C  0.002  1.209  1.155
C  1.869  -0.391  0.548
C  -1.110  1.090  0.355
C  1.689  -0.153  -0.892
C  -1.581  -0.257  0.017
C  3.024  -1.330  0.825
C  -1.863  2.268  -0.149
C  -2.636  -0.491  -1.063
N  2.111  -0.927  -1.875
N  -0.974  -1.294  0.483
S  -1.130  -2.849  0.097
H  1.114  0.037  2.528
H  0.237  2.194  1.636
H  1.345  0.801  -1.047
H  3.438  -1.603  -0.095
H  2.883  -2.309  1.449
H  3.875  -0.822  1.421
H  -2.830  1.936  -0.360
H  -1.472  2.665  -1.187
H  -2.000  3.133  0.481
H  -2.680  0.466  -1.681
H  -3.698  -0.691  -0.783
H  -2.321  -1.318  -1.696
H  1.937  -0.501  -2.765
H  -0.191  -1.050  1.126

Forces on the atoms, in the same order (eV/Å):
C 3.6 -1.0 -1.8
C -1.5 1.6 -0.8
C -1.4 -0.4 1.9
C 1.9 0.0 1.6
C 1.9 -2.5 -1.8
C -1.5 0.2 -1.8
C 0.9 -0.4 3.7
C 0.9 0.9 -2.1
C 0.0 1.9 -0.6
N -0.8 1.0 3.4
N 0.3 1.2 1.0
S -0.2 -2.1 -0.2
H 0.4 -0.3 0.4
H -0.4 -0.7 -0.6
H -1.4 2.3 -0.9
H 0.6 -0.6 -1.3
H -0.5 1.8 -1.2
H -1.4 -0.4 -0.9
H -1.7 -0.3 -0.4
H -0.4 -0.8 2.0
H 0.6 0.1 0.5
H 0.0 -1.4 0.5
H 0.9 0.0 0.4
H 0.1 -0.1 0.0
H -0.2 0.5 -0.5
H -0.8 -0.6 -0.5



The following is a quantum chemistry calculation of an isolated ion of composition C9H14N3OS2 and charge +1 in a non-equilibrium geometry, from the OMol25 dataset.

E	-37735.534	eV
F_max	7.13	eV Å⁻¹
2S+1	3
HOMO (spin up / spin down)	-8.90 / -12.63	eV
total charge	+1

Cartesian coordinates (Å):
C  -2.153  2.048  -0.054
C  1.256  -0.724  -0.315
C  2.635  -0.443  1.526
C  -2.411  -1.054  -0.174
C  3.667  -0.455  0.354
C  -1.960  -2.374  0.412
C  -0.200  3.032  -0.612
C  -1.359  1.038  -0.929
C  -0.174  -1.057  -0.929
N  -1.521  3.150  0.091
N  1.349  -0.519  0.975
N  -1.180  -0.203  -0.211
O  -0.016  1.714  -0.967
S  2.650  -0.625  -1.141
S  -0.455  -2.780  -0.623
H  -3.090  1.748  0.481
H  2.729  -1.339  2.095
H  2.854  0.435  2.029
H  -2.862  -1.129  -1.137
H  -3.167  -0.657  0.570
H  4.393  0.317  0.344
H  4.357  -1.270  0.465
H  -1.514  -2.377  1.448
H  -2.763  -3.142  0.267
H  -0.252  3.588  -1.577
H  0.606  3.488  0.069
H  -1.714  0.841  -1.890
H  -0.186  -0.785  -2.005
H  0.480  -0.467  1.437

Forces on the atoms, in the same order (eV/Å):
C -4.4 -5.6 -0.1
C -2.9 0.2 1.0
C 1.8 -1.0 -1.0
C 0.1 1.1 2.9
C -0.6 -1.2 0.5
C 0.7 -1.1 -0.3
C 0.3 2.5 1.3
C 1.0 2.5 2.8
C 1.5 2.3 0.2
N 4.0 3.2 -1.7
N -1.1 0.0 -2.5
N 0.1 -1.8 -0.1
O -1.1 -2.0 0.3
S 2.1 -0.2 -1.7
S -0.9 -0.8 0.0
H 1.4 0.3 -0.3
H 0.7 -0.4 1.0
H -0.2 1.5 1.6
H -0.4 -0.4 -0.8
H 0.8 0.1 -1.0
H -0.2 1.6 -0.3
H -0.2 -1.1 -0.2
H -1.3 0.4 -0.9
H 1.0 0.5 0.3
H -0.2 0.3 0.8
H -0.8 -0.9 -1.1
H -0.4 0.0 -2.0
H 0.3 -0.4 0.4
H -1.0 0.2 1.1



The following is a quantum chemistry calculation of a 2-piece molecular cluster, C9H14N3S overall in a non-equilibrium geometry, from the OMol25 dataset.

E	-24853.517	eV
F_max	4.90	eV Å⁻¹
energy above the lowest of the compared OMol25 structures with the same formula, charge and spin	413.0	kJ/mol
HOMO	-12.27	eV
total charge	+1

Cartesian coordinates (Å):
C  2.223  -2.750  -1.058
C  2.092  -3.373  0.196
C  1.965  -1.445  -0.863
C  1.663  -2.500  1.122
C  4.608  1.526  0.253
C  3.620  1.342  -0.479
C  -1.290  0.811  -0.269
C  -4.549  1.066  -0.327
C  -3.355  1.865  0.307
N  1.656  -1.267  0.437
N  -0.005  0.466  -0.274
N  -2.143  1.134  0.650
S  0.907  0.056  1.060
H  2.413  -3.307  -1.895
H  2.310  -4.368  0.266
H  1.755  -0.699  -1.543
H  1.526  -2.458  2.181
H  5.326  1.860  0.955
H  1.768  0.982  0.605
H  2.763  1.413  -1.128
H  -1.737  0.949  -1.194
H  -5.358  1.615  -0.710
H  -4.284  0.474  -1.205
H  -5.047  0.442  0.473
H  -3.642  2.435  1.171
H  -3.192  2.726  -0.402
H  -1.996  1.006  1.670

Forces on the atoms, in the same order (eV/Å):
C -0.3 0.9 1.7
C -0.4 0.4 0.1
C 0.1 -0.8 -1.0
C 0.5 1.0 -0.1
C -4.1 -0.4 -2.6
C 3.1 1.1 2.3
C 2.5 -0.5 1.0
C 0.8 -1.6 2.1
C -1.8 1.4 -2.1
N -0.7 0.2 2.1
N -2.1 0.0 0.1
N -0.8 0.1 2.4
S -0.4 0.3 -1.5
H 0.6 -0.7 -2.1
H 0.3 -2.4 0.8
H 0.0 1.4 -1.3
H -0.1 -0.5 0.3
H 0.5 -0.2 0.1
H 0.8 0.1 0.9
H 0.5 -0.3 0.0
H -0.2 0.2 -2.2
H -0.7 1.7 -0.2
H 0.5 -0.3 0.4
H 0.8 0.2 -1.0
H -0.4 -0.3 0.7
H 0.8 -1.0 0.4
H 0.2 0.1 -1.3



The following is a quantum chemistry calculation of the molecule C9H14N4O4 in a non-equilibrium geometry, from the OMol25 dataset.

E	-23706.623	eV
F_max	1.36	eV Å⁻¹
energy above the lowest of the compared OMol25 structures with the same formula, charge and spin	512.6	kJ/mol
HOMO	-8.42	eV

Cartesian coordinates (Å):
C  -5.020  -1.318  0.989
C  -3.973  -1.381  -0.115
H  -3.398  -2.309  -0.059
H  -4.457  -1.301  -1.094
O  -3.010  -0.339  0.010
C  -3.387  0.889  -0.474
O  -4.427  1.071  -1.047
N  -2.493  1.862  -0.174
C  -1.234  1.672  -0.027
C  -0.322  0.638  -0.375
N  0.879  1.117  -0.039
N  0.837  2.305  0.478
O  -0.462  2.672  0.489
N  2.081  0.523  -0.267
C  3.216  1.291  0.219
H  3.124  2.314  -0.144
C  4.491  0.642  -0.323
H  5.370  1.139  0.087
O  4.580  -0.709  0.060
C  3.482  -1.436  -0.426
H  3.621  -2.467  -0.096
C  2.164  -0.879  0.120
H  1.330  -1.433  -0.310
H  2.147  -0.982  1.214
H  3.461  -1.402  -1.525
H  4.502  0.723  -1.420
H  3.237  1.305  1.317
H  -0.512  -0.305  -0.832
H  -5.581  -0.390  0.905
H  -5.704  -2.156  0.893
H  -4.542  -1.355  1.965

Forces on the atoms, in the same order (eV/Å):
C 0.3 0.1 -0.2
C -0.4 -0.2 -0.1
H -0.1 0.1 0.0
H 0.1 -0.1 0.1
O 0.2 0.1 0.0
C 0.2 -0.3 0.2
O -0.3 -0.1 -0.2
N 0.5 0.9 0.3
C -0.5 -1.0 -0.6
C -0.5 0.3 0.2
N -1.1 0.7 0.3
N 1.2 0.1 0.3
O 0.0 -0.3 -0.1
N 0.7 -0.1 -0.4
C 0.5 0.2 0.0
H 0.1 -0.1 0.1
C -0.2 0.3 0.0
H -0.1 0.1 -0.1
O 0.1 -0.1 0.1
C -0.3 0.0 0.0
H -0.1 0.1 -0.1
C 0.1 -0.4 0.1
H 0.0 0.0 0.0
H -0.1 0.0 -0.1
H 0.0 0.0 0.1
H 0.0 0.0 0.1
H 0.0 0.0 0.0
H 0.1 -0.2 -0.1
H -0.1 0.0 0.0
H -0.1 -0.1 0.0
H 0.0 0.0 0.1